*P*
A single C6H10N2O3 molecule. Source: the OMol25 dataset; level of theory: ωB97M-V with the def2-TZVPD basis set.

ORCA input file:
```
! RIJCOSX wB97M-V def2-TZVPD def2/J DEFGRID3
* xyz 0 1
C 0.12722 1.32626 -0.32079
C 0.99273 0.23969 -0.30127
C 2.42165 0.55746 -0.10666
C -2.17343 0.56189 0.07751
C -2.03586 -0.01218 1.27553
C 1.40553 -2.27671 -0.50192
N -1.26219 1.16944 -0.72514
N 0.58738 -1.04731 -0.25855
O 3.23883 -0.18981 -0.62013
O 2.69350 1.60088 0.67925
O -3.36343 0.88039 -0.36052
H 0.47167 2.33490 -0.57951
H -1.12804 0.04695 1.89011
H -0.36246 -1.19622 -0.31478
H -2.80260 -0.47091 1.89175
H 0.87617 -3.00996 -1.11054
H 2.30939 -1.91838 -0.96837
H 1.64599 -2.81617 0.38955
H -1.62043 1.90770 -1.32788
H 1.91019 2.02547 0.99520
H -3.93184 0.28664 0.29715
*
```

Summary:
SMILES: C=C(O)N/C=C(\NC)C(=O)O
highest occupied orbital energy: -7.8 eV
LUMO level: 0.0210 Eh

Computed natural (NBO) charges, given in elementary charges:
1 C -0.189
2 C 0.085
3 C 0.761
4 C 0.490
5 C -0.721
6 C -0.421
7 N -0.626
8 N -0.569
9 O -0.576
10 O -0.654
11 O -0.659
12 H 0.205
13 H 0.224
14 H 0.400
15 H 0.211
16 H 0.199
17 H 0.249
18 H 0.191
19 H 0.407
20 H 0.502
21 H 0.492



*Q*
A single C6H10N2O3 molecule. Source: the OMol25 dataset; level of theory: ωB97M-V with the def2-TZVPD basis set.

ORCA input file:
```
! RIJCOSX wB97M-V def2-TZVPD def2/J DEFGRID3
* xyz 0 1
C -0.54485 1.74661 -0.54544
C 0.29481 0.80470 -1.56664
C -0.92580 0.87445 0.65090
C 0.63366 -0.45800 -0.79558
C -0.52137 -0.57962 0.32671
C -0.06664 -1.39414 1.57103
N -1.73126 -1.20927 -0.08216
N 1.89584 -0.23592 -0.10071
O -1.74402 -1.90115 -1.06971
O 2.74168 -1.04252 -0.29668
O 2.07962 0.67842 0.65142
H -0.00562 2.69158 -0.16583
H -1.38039 2.07062 -1.14193
H -0.33389 0.51515 -2.41518
H 1.20830 1.34921 -1.80634
H -0.29580 0.98862 1.58210
H -1.86973 0.92741 0.99591
H 0.65205 -1.38915 -1.31081
H 0.41385 -0.59139 2.16353
H 0.57027 -2.18298 1.29167
H -1.07072 -1.66262 2.06371
*
```

Summary:
SMILES: C[C@@]1(N=O)CCC[C@H]1[N+](=O)[O-]
highest occupied orbital energy: -9.5 eV
LUMO level: -0.0064 Eh

Computed natural (NBO) charges, given in elementary charges:
1 C -0.403
2 C -0.417
3 C -0.415
4 C -0.143
5 C 0.040
6 C -0.613
7 N 0.150
8 N 0.540
9 O -0.290
10 O -0.368
11 O -0.399
12 H 0.232
13 H 0.213
14 H 0.231
15 H 0.235
16 H 0.222
17 H 0.228
18 H 0.257
19 H 0.232
20 H 0.229
21 H 0.239



Energies in kJ/mol, measured from the most stable structure: *P* 0.0; *Q* 359.0.